No. 1
{"formula": "H4O2", "method": "ωB97M-V with the def2-TZVPD basis set", "symbols": ["O", "H", "H", "O", "H", "H"], "positions_angstrom": [[0.10515, -1.20496, 0.92830], [-0.44683, -1.93947, 1.21972], [-0.27432, -0.93072, 0.08336], [0.54177, 1.30330, -0.93660], [-0.23488, 1.78932, -1.23783], [0.30910, 0.98252, -0.05695]], "atomic_forces_ev_per_a": [[-0.197, 0.090, -0.129], [0.065, 0.097, 0.002], [0.115, -0.237, 0.010], [-0.270, -0.111, 0.015], [0.123, -0.021, 0.047], [0.163, 0.182, 0.056]], "smiles": "O.O", "homo_lumo_gap_ev": 12.48, "energy_ev": -4159.795, "homo_ev": -11.71}

No. 2
{"formula": "C22H44N3O2P3Pb", "method": "ωB97M-V with the def2-TZVPD basis set", "symbols": ["Pb", "P", "P", "P", "H", "C", "C", "H", "C", "C", "C", "C", "C", "C", "C", "C", "C", "H", "H", "H", "H", "H", "H", "H", "H", "H", "H", "H", "H", "H", "H", "H", "H", "H", "H", "H", "H", "H", "H", "H", "H", "H", "H", "H", "H", "H", "C", "C", "C", "C", "C", "C", "O", "H", "H", "H", "H", "H", "H", "C", "N", "C", "C", "C", "N", "C", "O", "N", "H", "H", "H", "H", "H", "H", "H"], "positions_angstrom": [[0.10752, -0.01840, 1.11328], [2.34020, 1.04335, 2.23552], [-0.61512, 1.96386, -0.59248], [1.96955, -0.59683, -1.05690], [-1.36278, -2.29756, 0.87449], [-0.30734, -2.49847, 0.57902], [0.69354, -2.50427, 1.49093], [0.49424, -2.38753, 2.57272], [1.95013, 1.37958, 3.97577], [2.99423, 2.61349, 1.60357], [3.72551, -0.12294, 2.32494], [-1.92017, 1.32388, -1.64784], [-1.36869, 3.27545, 0.37131], [0.60768, 2.83143, -1.57865], [2.82880, -2.20911, -0.95604], [3.34943, 0.52871, -1.47628], [1.03368, -0.77837, -2.63507], [-0.15521, -2.57621, -0.50895], [1.76619, -2.60920, 1.26824], [1.51688, 0.48791, 4.45113], [1.23035, 2.19736, 4.10458], [2.88091, 1.65834, 4.48673], [2.21381, 3.39256, 1.61510], [3.35666, 2.51252, 0.56871], [3.82276, 2.92101, 2.26239], [3.38462, -1.06298, 2.78905], [4.50177, 0.33903, 2.95763], [4.14297, -0.35935, 1.33314], [-2.32446, 2.20551, -2.16453], [-2.69933, 0.84460, -1.02995], [-1.53074, 0.58352, -2.36322], [-1.76784, 4.05976, -0.28477], [-0.60984, 3.70746, 1.03488], [-2.14542, 2.84965, 1.01976], [0.03618, 3.65651, -2.03314], [1.04331, 2.18367, -2.35312], [1.40722, 3.22843, -0.92619], [3.41945, -2.39268, -1.86773], [2.10523, -3.02237, -0.82269], [3.50218, -2.22638, -0.08826], [3.83021, 0.19439, -2.40904], [4.10571, 0.55120, -0.68000], [2.99848, 1.55847, -1.61773], [1.69276, -1.18091, -3.42438], [0.60136, 0.16930, -2.99197], [0.19519, -1.48092, -2.50139], [-2.14338, -0.93275, -6.25685], [-3.27126, -1.44551, -6.92761], [-3.47274, -2.82387, -6.92855], [-2.55939, -3.67268, -6.28137], [-1.43551, -3.14993, -5.62721], [-1.21919, -1.77211, -5.61826], [-1.88226, 0.40355, -6.15903], [-2.57402, 0.88624, -6.64966], [-3.96350, -0.75661, -7.42077], [-4.34237, -3.24619, -7.43301], [-2.72429, -4.74956, -6.28924], [-0.71898, -3.79765, -5.12451], [-0.35858, -1.31605, -5.13601], [-1.82428, -1.85709, 6.06190], [-1.91240, -0.78581, 5.08603], [-2.91606, 0.15199, 5.14913], [-2.80774, 1.28910, 4.38722], [-1.64606, 1.35347, 3.59549], [-1.01981, 0.22574, 3.20793], [-0.88251, -0.73910, 4.18465], [0.12174, -1.47693, 4.31919], [-1.13689, 2.52145, 3.20051], [-1.84621, -2.85236, 5.58229], [-2.67936, -1.71745, 6.72734], [-0.86712, -1.77612, 6.60459], [-3.65200, -0.06120, 5.93502], [-3.44461, 2.15960, 4.44530], [-1.66347, 3.34986, 3.44979], [-0.19950, 2.65151, 2.89315]], "atomic_forces_ev_per_a": [[0.814, 1.280, -0.106], [0.164, -0.046, 0.798], [-0.223, 0.405, 0.207], [0.503, -0.157, -0.616], [0.761, -0.731, -0.046], [-0.511, 0.093, -0.061], [0.212, -0.729, 0.768], [-0.105, -0.224, -0.507], [-0.183, -0.067, 0.233], [-0.139, 0.161, -0.450], [0.040, -0.306, -0.171], [-0.114, -0.194, -0.158], [-0.196, 0.122, 0.400], [0.264, -0.008, -0.265], [0.017, -0.146, 0.057], [0.066, 0.253, -0.225], [-0.078, -0.077, -0.281], [0.070, -0.185, 0.604], [-0.718, -0.163, -0.246], [0.282, 0.130, -0.158], [0.351, -0.118, -0.048], [-0.177, -0.051, -0.050], [0.302, -0.221, 0.106], [-0.009, 0.028, 0.430], [-0.236, -0.046, -0.243], [0.150, 0.363, -0.024], [-0.175, -0.239, -0.237], [-0.104, 0.195, 0.415], [-0.150, -0.387, -0.088], [0.233, 0.306, -0.277], [-0.195, 0.355, 0.182], [0.000, -0.171, 0.137], [-0.164, 0.119, -0.357], [0.033, 0.295, -0.417], [0.450, -0.077, -0.071], [-0.170, 0.419, 0.216], [-0.420, -0.074, -0.380], [-0.197, 0.077, 0.305], [0.212, 0.102, -0.189], [-0.059, 0.025, -0.276], [-0.078, 0.103, 0.307], [-0.190, -0.154, -0.236], [0.115, -0.296, -0.034], [-0.191, 0.184, 0.307], [0.289, -0.266, 0.157], [0.285, 0.140, 0.017], [0.408, 2.425, 0.118], [-0.861, -1.121, -0.439], [-0.478, 1.494, -0.458], [-0.092, -0.515, -0.028], [1.015, 1.651, 0.485], [0.482, -1.904, 0.506], [-0.892, -2.282, -0.430], [0.221, 0.209, 0.045], [0.152, -0.336, 0.100], [0.244, 0.139, 0.117], [0.011, 0.223, -0.035], [-0.241, 0.033, -0.224], [-0.129, -0.157, -0.140], [0.050, -0.683, 0.823], [-0.640, 0.012, -0.002], [0.882, -0.153, -0.125], [-0.092, -0.346, 0.491], [-0.142, -0.299, -0.315], [1.171, 0.366, 0.668], [1.188, -0.810, 0.500], [-1.892, 1.237, -1.074], [-1.299, 0.511, 0.137], [-0.133, 0.575, 0.169], [0.320, -0.394, 0.097], [-0.571, 0.000, -0.093], [0.102, 0.396, -0.581], [-0.190, -0.169, 0.381], [0.266, 0.073, -0.030], [0.308, -0.200, -0.092]], "homo_lumo_gap_ev": [5.81, 5.21], "charge": 4, "energy_ev": -65167.232, "homo_ev": [-18.96, -18.49]}

No. 3
{"formula": "C3H5N3", "method": "ωB97M-V with the def2-TZVPD basis set", "symbols": ["C", "C", "N", "N", "N", "C", "H", "H", "H", "H", "H"], "positions_angstrom": [[-1.69783, -0.26925, 0.04614], [-0.20582, -0.19017, 0.10508], [0.54081, -1.16896, 0.69530], [1.79700, -0.87108, 0.60659], [1.88062, 0.29498, -0.03766], [0.65547, 0.76674, -0.37204], [-2.13330, 0.70686, -0.18470], [-2.02816, -0.98113, -0.71790], [-2.09612, -0.61335, 1.00483], [2.78768, 0.70372, -0.20457], [0.50221, 1.69990, -0.89400]], "atomic_forces_ev_per_a": [[-0.027, -0.012, 0.000], [-0.026, 0.074, -0.037], [0.069, 0.118, -0.069], [-0.099, 0.098, -0.072], [0.012, 0.055, -0.022], [-0.036, -0.141, 0.075], [0.059, -0.140, 0.032], [0.079, 0.108, 0.090], [0.077, 0.078, -0.121], [-0.150, -0.077, 0.037], [0.041, -0.162, 0.089]], "smiles": "Cc1c[nH]nn1", "homo_lumo_gap_ev": 10.41, "energy_ev": -7661.501, "homo_ev": -9.52}

No. 4
{"formula": "C30H20Cl5N5O2SeZn", "method": "ωB97M-V with the def2-TZVPD basis set", "symbols": ["Zn", "C", "O", "C", "C", "C", "C", "C", "C", "N", "N", "C", "C", "C", "C", "O", "C", "N", "C", "C", "C", "C", "H", "H", "H", "H", "H", "H", "H", "H", "H", "H", "H", "H", "Cl", "C", "C", "C", "Cl", "C", "Cl", "C", "Cl", "C", "Cl", "C", "N", "C", "Se", "N", "C", "C", "C", "C", "C", "C", "H", "H", "H", "H", "H", "H", "H", "H"], "positions_angstrom": [[-1.84457, -0.89208, 0.22757], [4.75458, -4.32181, -0.86897], [5.29460, -3.38088, 0.04123], [4.68790, -3.25567, 1.24853], [5.23430, -2.30671, 2.11189], [4.68980, -2.11901, 3.36374], [3.56016, -2.82972, 3.76117], [3.03881, -3.79727, 2.91455], [3.59956, -4.01802, 1.66408], [3.09863, -2.58378, 5.10133], [1.90287, -2.42858, 5.37957], [0.89017, -2.37468, 4.35615], [-0.17880, -3.22300, 4.43882], [-1.20475, -3.23234, 3.47757], [-1.19912, -2.34424, 2.42210], [-2.12760, -2.30383, 1.49429], [-0.11967, -1.39678, 2.37967], [-0.17056, -0.48674, 1.36685], [0.75389, 0.44403, 1.26204], [1.80967, 0.52953, 2.18483], [1.88830, -0.37467, 3.20625], [0.91389, -1.39079, 3.33277], [5.35395, -4.24609, -1.77146], [3.71272, -4.09200, -1.10541], [4.82139, -5.33881, -0.47444], [6.09737, -1.74320, 1.78345], [5.12619, -1.40729, 4.05381], [2.19438, -4.39562, 3.22538], [3.17837, -4.78400, 1.03027], [-0.21102, -3.93133, 5.25824], [-2.02070, -3.93812, 3.55696], [0.64064, 1.16352, 0.45581], [2.54181, 1.31697, 2.07496], [2.68890, -0.30488, 3.93117], [-3.99942, -2.37560, -0.83369], [-4.52365, -1.40131, -2.15613], [-3.84171, -0.23147, -2.49076], [-4.32542, 0.50079, -3.58418], [-3.53215, 1.95936, -4.05923], [-5.44098, 0.08772, -4.30486], [-6.00693, 1.01441, -5.63866], [-6.10797, -1.08114, -3.94701], [-7.49138, -1.59294, -4.82879], [-5.64523, -1.82511, -2.87003], [-6.46608, -3.27157, -2.42331], [-1.37495, 4.12533, 0.42782], [-0.71163, 3.95505, -0.84583], [0.03237, 2.86495, -1.16795], [-2.29134, 0.47651, -1.61224], [0.40996, 3.12174, -2.45258], [-0.09426, 4.31759, -2.94453], [0.00543, 4.96215, -4.16803], [-0.65257, 6.17457, -4.29699], [-1.38334, 6.72264, -3.23867], [-1.47998, 6.07443, -2.01792], [-0.82023, 4.86029, -1.89506], [-1.17278, 3.24431, 1.02974], [-2.45193, 4.22179, 0.28433], [-1.00169, 5.01151, 0.94322], [0.93863, 2.46021, -2.99198], [0.56805, 4.53603, -4.98820], [-0.60191, 6.70835, -5.23643], [-1.88467, 7.67108, -3.37710], [-2.04828, 6.49623, -1.19973]], "atomic_forces_ev_per_a": [[-0.076, -0.010, -0.074], [0.009, -0.003, 0.012], [-0.011, 0.011, -0.021], [-0.039, -0.030, 0.049], [0.027, 0.002, -0.037], [0.005, 0.002, 0.031], [0.048, -0.044, -0.058], [-0.058, 0.037, 0.106], [0.051, 0.031, -0.036], [0.017, -0.032, -0.008], [-0.098, -0.060, -0.036], [0.132, 0.109, -0.036], [-0.045, -0.075, 0.016], [0.000, -0.061, 0.036], [0.020, 0.019, 0.039], [0.010, 0.070, -0.081], [-0.019, 0.007, -0.042], [0.000, 0.045, 0.027], [-0.026, -0.001, 0.088], [-0.017, 0.023, -0.046], [0.005, 0.044, 0.043], [0.053, -0.026, -0.030], [0.002, -0.003, 0.001], [-0.004, 0.005, -0.001], [0.000, 0.000, -0.002], [0.002, -0.001, 0.005], [0.015, -0.001, -0.006], [-0.037, 0.003, 0.012], [-0.002, -0.005, -0.009], [-0.004, 0.008, 0.003], [0.002, 0.002, 0.005], [0.046, -0.020, -0.078], [0.003, 0.001, 0.007], [-0.057, 0.015, -0.012], [0.007, -0.014, 0.040], [-0.055, -0.025, -0.051], [0.113, 0.080, 0.047], [-0.008, 0.006, 0.017], [-0.020, -0.014, -0.009], [0.000, 0.032, -0.033], [0.003, -0.017, 0.017], [-0.020, 0.044, -0.042], [0.017, -0.004, 0.011], [0.012, -0.071, 0.067], [0.035, 0.044, -0.010], [0.001, 0.014, -0.024], [0.014, -0.148, 0.098], [-0.006, 0.259, -0.191], [-0.010, -0.053, 0.066], [0.000, -0.164, 0.094], [0.077, -0.084, -0.114], [0.003, -0.016, -0.010], [0.005, -0.005, -0.010], [-0.009, 0.011, 0.015], [-0.008, -0.001, 0.005], [-0.106, 0.058, 0.119], [-0.003, 0.000, 0.014], [-0.003, -0.014, 0.006], [-0.002, 0.000, 0.004], [0.011, 0.007, 0.019], [0.000, 0.009, -0.005], [0.001, 0.000, -0.002], [-0.001, 0.001, -0.003], [-0.002, 0.005, -0.003]], "homo_lumo_gap_ev": 7.32, "energy_ev": -219356.478, "homo_ev": -7.67}

No. 5
{"formula": "C2H13NO4", "method": "ωB97M-V with the def2-TZVPD basis set", "symbols": ["C", "C", "N", "H", "H", "H", "H", "H", "H", "H", "O", "H", "H", "O", "H", "H", "O", "H", "H", "O"], "positions_angstrom": [[0.08195, -0.52285, -2.61322], [-0.24027, -1.09415, -0.38738], [-0.72650, -0.51210, -1.39250], [-0.55167, -0.28693, -3.46870], [0.49782, -1.51568, -2.79167], [0.80296, 0.29416, -2.59020], [-0.87575, -1.16341, 0.48983], [0.77815, -1.44156, -0.28340], [0.90182, 0.00303, 3.49738], [0.14357, 0.62565, 2.30124], [0.53059, -0.19522, 2.63370], [0.78333, 2.65234, 0.45826], [-0.56100, 2.42657, -0.10671], [-0.11271, 2.44518, 0.75703], [1.86621, -3.41346, 1.56304], [1.54964, -1.97758, 2.04826], [2.19720, -2.50996, 1.57206], [-1.87426, 1.06702, -1.31097], [-2.84359, 2.33017, -1.52257], [-1.93645, 2.03252, -1.44925]], "atomic_forces_ev_per_a": [[-0.524, 0.406, -0.209], [-0.544, 0.568, 0.497], [-0.037, -0.382, -0.456], [-0.168, -0.085, 0.082], [0.422, 0.233, 0.091], [0.388, -0.277, 0.106], [0.118, 0.047, 0.206], [0.303, -0.467, -0.277], [-0.048, 0.151, 0.003], [0.083, 0.101, -0.132], [-0.011, -0.224, 0.017], [0.053, -0.019, 0.489], [-0.704, -0.114, 0.243], [0.565, 0.025, -0.554], [-0.046, 0.110, 0.097], [-0.136, 0.129, -0.004], [0.134, -0.126, -0.124], [-0.271, 0.000, -0.199], [-0.128, -0.296, 0.094], [0.553, 0.220, 0.031]], "smiles": "C=NC.O.O.O.O", "homo_lumo_gap_ev": 10.70, "energy_ev": -11964.502, "homo_ev": -9.95}